88
Properties=species:S:1:pos:R:3:forces:R:3 method="wB97M-V/def2-TZVPD" e_tot_ev=-68176.112 homo_lumo_gap_ev=9.49 smiles="CCOP(=O)(OCC)OCC.CCOP(=O)(OCC)OCC.CN(C)C=O.CN(C)C=O.CN(C)C=O" homo_ha=-0.3383 mol_weight_g_mol=583.597 de_lowest_kj_mol=299.02 fmax_ha_per_bohr=0.0749
O 2.59413 -5.01808 6.85767 -0.259 1.517 -2.489
O 4.87766 4.03311 5.51591 -1.698 0.190 -1.263
H 2.48736 -6.50922 1.65883 -0.672 -0.245 -0.334
H -3.03606 -0.48724 -6.86808 -0.237 -0.159 -0.082
H -1.36165 2.53393 -2.72475 0.352 0.109 0.734
H 1.12145 -5.26780 1.38348 0.313 -0.597 -0.770
H 1.88437 -3.86354 2.78144 -0.550 0.002 1.087
H -0.30098 -4.02604 6.83629 1.509 0.568 0.752
H 4.64031 -1.39501 6.65087 0.583 0.420 0.624
C -0.83846 -2.31887 5.61678 -0.107 1.880 -0.271
O 1.20368 -3.33364 5.36059 3.406 -0.468 0.164
H -4.98045 6.11748 -3.21320 -0.704 0.372 -0.116
P -3.79112 3.42876 -4.29527 1.191 -1.106 -0.226
H 3.22538 -4.59195 2.20531 1.392 -0.001 1.130
C -1.19483 -0.86671 -4.36279 -2.198 -1.701 -1.126
C 2.20435 -1.31760 1.46055 -0.635 -0.425 -0.677
O -1.15757 -1.34001 -3.23957 0.789 0.953 0.289
H -3.15277 4.91260 -6.58526 0.041 0.033 0.968
O 3.78276 -3.24392 5.26507 -1.754 -0.713 0.887
C 3.15878 2.88367 2.53122 -0.452 0.812 0.661
H -2.11694 3.22249 -0.19812 -0.007 -0.073 -0.057
H 3.15856 1.89710 2.06777 0.581 0.019 0.140
O 2.41087 -3.42903 -0.42427 -1.419 0.887 -0.499
H -1.45304 4.53544 -6.60282 0.130 -0.119 0.259
C -0.05084 -3.54927 5.88855 -3.332 -1.270 -1.461
H 5.13973 1.25209 3.30825 0.077 -0.123 0.310
H -3.46231 2.05853 -0.33687 -0.206 0.388 -0.372
C 0.42312 -0.40995 0.00817 1.340 0.114 0.867
H 2.81311 -2.18610 1.71200 0.088 0.120 -0.594
H -5.66446 4.52546 -2.93803 0.650 -0.286 0.017
H 5.53769 2.57654 2.26192 0.244 -0.154 -0.322
C -2.75821 3.23486 -7.72031 -1.295 -0.082 -0.378
C -2.44252 4.09037 -6.49827 0.615 0.236 -1.899
O -2.45850 3.31748 -5.32174 -2.316 0.561 2.494
H 5.01901 -4.38523 6.53822 -0.423 0.092 0.340
N -1.96454 -1.48971 -5.33490 0.770 2.809 -0.470
O -4.42455 4.87496 -4.67021 1.171 -2.016 1.409
C -2.05523 -0.94801 -6.75086 -1.069 -1.131 1.874
C -2.44491 2.28809 -0.65357 -0.027 0.111 -2.068
H -1.36333 -0.16024 -7.04885 0.581 -0.602 0.356
P 2.52910 -4.24304 5.56529 0.891 -1.813 0.127
H 6.23318 2.58734 3.82594 -0.519 0.059 0.558
H 1.36985 -1.33497 2.16155 0.576 0.901 0.949
O -3.15814 3.47882 -2.76066 -0.801 1.170 -1.841
H -1.91616 -2.47508 5.56919 0.003 -0.013 0.831
C -5.44849 5.26635 -3.70781 -0.438 0.346 -0.118
H -3.79856 3.42784 -7.98211 -0.222 0.079 -0.094
H 0.88763 0.57336 -0.06555 0.403 0.136 -0.486
H -6.47193 5.81489 -5.46865 -0.385 -0.280 -0.180
H -2.98974 -2.51703 -3.88636 0.183 -0.530 -0.145
H 0.76108 -2.55017 -1.36501 0.249 -0.190 -0.147
C -2.34455 2.38835 -2.27664 -0.583 -0.629 0.917
H -1.89244 1.44847 -0.23177 0.498 0.098 -0.435
H -0.65323 -1.90642 4.62497 0.406 -0.529 -0.399
O 2.66440 -5.24774 4.23821 -0.390 1.549 1.390
C -6.75245 5.38653 -4.50641 1.280 0.708 0.637
C 1.55046 -2.55770 -0.59753 1.293 0.398 1.635
H -2.80480 2.16228 -7.53193 0.803 -0.001 0.056
C 4.90821 -3.35758 6.19212 0.898 -1.445 -2.100
C 3.98317 3.90264 4.66152 2.444 -0.981 1.081
O -4.73423 2.29328 -4.42907 0.769 0.938 0.009
H -7.42584 6.08965 -4.01623 -0.278 -0.358 0.042
N 1.47376 -1.43729 0.21862 -1.082 -1.084 -2.242
H -0.20553 -0.53834 -0.87297 0.010 -0.490 0.238
H 2.13438 2.97760 2.89163 0.047 0.362 0.234
H -0.59415 -4.25145 5.25622 0.398 -0.679 -0.527
C 2.41562 -4.80760 2.90237 -0.721 0.129 -1.457
H -7.09943 4.35384 -4.54202 -0.524 0.359 -0.515
H 0.96752 -6.41130 2.67460 0.204 -0.303 0.021
C 1.70407 -5.87597 2.07543 -0.414 0.692 1.032
H 3.01871 4.42891 4.73257 0.060 -0.156 -0.282
H 2.81402 -0.42471 1.32212 -0.024 0.148 1.035
N 4.15043 3.04503 3.60823 -2.446 0.550 0.165
H 5.72237 -2.37326 7.87633 0.621 0.665 -0.649
H 3.35451 3.66472 1.79656 -0.187 -0.209 -0.392
C 4.87535 -2.31088 7.19311 -0.977 0.285 1.680
H -2.45209 -3.43128 -5.40208 -0.603 -0.612 0.500
H -3.90784 -2.37392 -5.37987 0.130 0.175 -0.278
C 5.31468 2.32792 3.29949 1.841 -0.383 -0.886
H -0.08537 -0.27623 0.96298 -0.829 -0.472 -0.125
H -0.76188 0.06770 -4.75220 0.467 -0.113 0.373
H -2.03187 -1.89507 -7.28998 0.305 0.585 -0.937
H 4.09602 -2.50299 7.93056 -0.635 0.066 -0.283
H -0.50080 -1.47705 6.22128 -0.566 -0.015 0.592
C -2.91027 -2.54008 -4.97322 0.901 0.435 -0.218
H -2.73191 1.49915 -2.77402 -0.075 -0.400 0.504
H -2.21836 3.51454 -8.62500 0.405 -0.257 0.233
H 5.75251 -3.22785 5.51505 0.153 0.188 0.008